DFT (wB97M-V/def2-TZVPD) results for a structure of composition C44H35MnNP2S3Sb.

As for the total charge: -1. The energy above the lowest of the compared OMol25 structures with the same formula, charge and spin comes out at 0.0000 eV. As for the HOMO-LUMO gap (spin up / spin down): 5.18 / 7.51 eV. The value obtained for the highest occupied orbital energy (spin up / spin down) is -3.38 / -5.36 eV. For the total energy, the calculation gives -136629.9786 eV. The spin multiplicity is 6.

Structure (XYZ):
```
87
C44H35MnNP2S3Sb (wB97M-V/def2-TZVPD)
C 0.4317 -2.9221 -4.3976
H 5.6017 -4.0362 -0.4169
H 2.0074 3.8506 -0.2813
C -0.4989 4.9212 1.7274
C -0.9740 2.7221 0.8629
C 1.0698 3.8444 0.2603
C -3.3851 -2.3048 0.8920
C -1.6104 -0.0099 1.8664
C 3.5271 -1.7740 -1.8472
H 1.3585 5.7962 1.1060
H -0.7036 -3.2852 7.2984
C 2.3774 0.8819 2.2605
C 0.8317 0.1707 -3.7045
C 0.7710 -1.3474 4.9479
C -0.0760 -5.0271 -5.4780
H -0.4885 -6.0271 -5.4220
P -2.0061 1.2209 0.7759
H 1.4665 -4.4225 -1.4427
C 1.7017 1.1748 -3.2712
H 4.2570 1.9038 2.1348
H 1.7040 -0.8294 4.7582
Mn -1.5493 -1.4959 0.2932
C -0.1834 0.5331 -4.5931
C -4.2746 2.7672 0.2845
H -2.5352 -3.2097 5.6303
C 0.5894 2.8100 -4.6405
C 3.5381 -4.3729 -0.8987
C -1.4523 -1.9690 4.2689
H 5.5920 -1.7122 -1.2740
H -0.5294 -4.5827 -3.4350
C 2.3599 -2.5294 -1.9163
C -0.0889 -4.2136 -4.3535
C 0.9652 -2.4667 -5.5985
C 1.5649 2.9806 3.8854
H 1.3860 -1.4709 -5.6619
H 3.5309 -5.3868 -0.5186
C 0.6100 -2.0562 6.1298
C 0.2310 2.7465 0.1650
C -1.6066 -2.6853 5.4454
H -7.1984 3.1989 1.9297
C 3.2574 1.9161 2.5508
C 0.7049 4.9352 1.0393
H 2.4757 0.9554 -2.5470
C -5.6098 1.9048 2.5590
H -1.0939 2.0848 -5.7552
H 2.2831 3.2368 -3.3969
S -1.2362 -3.0773 -1.4321
H 0.5012 1.9011 -0.4594
H -0.3155 1.9609 4.0084
P -0.0785 -0.4482 2.4179
S 0.7310 -1.7550 1.1026
C 0.9746 -3.2745 -6.7284
C 2.3767 -3.8329 -1.4319
H 2.6763 0.0694 1.6084
H -2.2692 3.8089 2.1886
H -2.2605 -1.9226 3.5459
C -5.5364 3.2563 0.5707
H -3.8650 0.6778 2.9084
H 1.3915 -2.8974 -7.6545
H 1.2409 3.8058 4.5067
C -6.2053 2.8255 1.7125
H 3.5450 -0.7554 -2.2070
C -3.6670 1.8548 1.1437
C 1.5914 2.4766 -3.7421
C -0.5784 -2.7283 6.3781
C 4.6983 -3.6151 -0.8402
H -0.7891 5.7709 2.3330
H 1.4140 -2.0829 6.8546
H -0.9028 -0.2103 -4.9251
C 0.4542 -4.5585 -6.6714
S -1.9773 0.5165 -1.1107
H 0.4601 -5.1899 -7.5517
C -0.2986 1.8318 -5.0645
H -3.7603 3.0839 -0.6160
H -6.1368 1.5496 3.4353
N -4.4114 -2.7118 1.2395
H 0.4904 3.8286 -4.9942
C 0.6909 1.9450 3.6046
C -1.3329 3.8157 1.6434
H 3.5347 3.7766 3.5796
C 4.6915 -2.3128 -1.3174
C -0.2582 -1.2995 4.0144
Sb 0.4865 -1.7413 -2.5938
H -6.0056 3.9643 -0.1007
C 2.8522 2.9649 3.3605
C -4.3392 1.4186 2.2754
C 1.0929 0.8913 2.7873
```

These are the Löwdin partial charges, in e, on atoms 1 to 5: -0.3463 0.0941 0.1023 -0.0944 -0.3249